[1]
Entry from OMol25: C50H42BN15P2S4Se2Y as an isolated structure (ωB97M-V with the def2-TZVPD basis set).

Summary:
Relative energy (zero: lowest compared OMol25 entry of this formula, charge and spin), kcal/mol: 0.0
Gap between HOMO and LUMO, eV: 5.56
E, hartree: -9893.8289

```
! wB97M-V def2-TZVPD RIJCOSX def2/J DEFGRID3
* xyz -1 1
Y 0.12 0.02 0.19
C 1.12 4.67 0.28
C 1.52 3.34 0.08
N 0.47 2.53 0.15
N -0.61 3.30 0.38
C -0.24 4.59 0.46
B -2.04 2.74 0.35
N -2.31 1.74 1.50
C -2.94 1.97 2.67
C -2.95 0.80 3.40
C -2.30 -0.12 2.58
N -1.91 0.46 1.44
N -2.23 2.05 -1.02
C -3.18 2.33 -1.93
C -2.86 1.69 -3.11
C -1.67 1.02 -2.81
N -1.30 1.23 -1.56
H 1.74 5.55 0.30
H 2.51 2.94 -0.06
H -0.99 5.35 0.65
H -2.82 3.65 0.46
H -3.34 2.95 2.88
H -3.36 0.63 4.38
H -2.06 -1.15 2.75
H -3.99 2.99 -1.67
H -3.41 1.70 -4.03
H -1.08 0.39 -3.46
N 3.15 1.97 3.41
C 2.53 1.24 2.45
S 0.91 0.76 2.75
N 3.26 0.99 1.38
N 2.61 0.33 0.41
C 3.35 -0.31 -0.42
C 2.75 -1.00 -1.55
C 3.54 -1.77 -2.41
C 2.95 -2.41 -3.48
C 1.58 -2.28 -3.67
C 0.86 -1.53 -2.77
N 1.42 -0.89 -1.74
H 2.74 1.94 4.33
H 4.16 1.97 3.36
H 4.42 -0.36 -0.27
H 4.60 -1.86 -2.22
H 3.55 -3.01 -4.15
H 1.07 -2.78 -4.49
H -0.22 -1.45 -2.84
Se -2.69 -6.82 -1.31
P -3.26 -4.97 -2.13
C -5.04 -4.68 -2.08
C -5.76 -4.24 -3.19
C -7.12 -4.02 -3.09
C -7.78 -4.24 -1.88
C -7.06 -4.68 -0.78
C -5.70 -4.91 -0.88
C -2.78 -4.81 -3.89
C -2.69 -5.97 -4.66
C -2.31 -5.90 -5.99
C -1.99 -4.67 -6.56
C -2.08 -3.51 -5.79
C -2.47 -3.58 -4.47
C -2.59 -3.47 -1.39
C -1.42 -3.08 -0.74
N -1.50 -1.74 -0.60
N -2.64 -1.33 -1.14
N -3.31 -2.34 -1.62
P -0.08 -3.93 0.09
Se 1.11 -2.65 1.31
C -0.86 -5.18 1.11
C -0.26 -6.42 1.31
C -0.84 -7.34 2.17
C -2.02 -7.02 2.83
C -2.61 -5.78 2.65
C -2.03 -4.86 1.79
C 0.98 -4.75 -1.14
C 0.48 -5.18 -2.36
C 1.30 -5.82 -3.27
C 2.64 -6.05 -2.95
C 3.14 -5.62 -1.73
C 2.32 -4.97 -0.82
H -5.25 -4.05 -4.12
H -7.67 -3.67 -3.95
H -8.84 -4.06 -1.80
H -7.57 -4.86 0.16
H -5.14 -5.28 -0.02
H -2.91 -6.93 -4.20
H -2.24 -6.80 -6.58
H -1.68 -4.62 -7.59
H -1.84 -2.55 -6.23
H -2.56 -2.67 -3.88
H 0.65 -6.68 0.77
H -0.38 -8.30 2.31
H -2.47 -7.74 3.51
H -3.52 -5.53 3.17
H -2.50 -3.89 1.64
H -0.55 -5.00 -2.63
H 0.90 -6.15 -4.22
H 3.28 -6.56 -3.66
H 4.18 -5.80 -1.48
H 2.72 -4.62 0.12
S 1.61 0.50 7.66
C 1.98 -0.54 6.40
S 3.53 -0.50 5.61
C 3.01 -1.72 4.44
N 1.83 -2.18 4.72
N 1.26 -1.51 5.81
C -0.10 -1.85 6.08
C -0.63 -1.74 7.36
C -1.96 -2.08 7.58
C -2.76 -2.52 6.53
C -2.21 -2.65 5.26
C -0.88 -2.33 5.03
S 4.04 -2.27 3.21
H -0.01 -1.39 8.17
H -2.38 -1.98 8.57
H -3.80 -2.77 6.70
H -2.82 -3.01 4.44
H -0.43 -2.44 4.05
*
```

---

[2]
Entry from OMol25: C50H43ClF5MoN5O2P2 as an isolated structure (ωB97M-V with the def2-TZVPD basis set).

Summary:
Gap between HOMO and LUMO (spin up / spin down), eV: 6.27 / 6.27
E, hartree: -4065.3989

```
! wB97M-V def2-TZVPD RIJCOSX def2/J DEFGRID3
* xyz 2 1
Mo 0.17 0.05 0.97
Cl -1.74 2.98 7.41
C -1.35 2.49 5.81
C -1.57 3.39 4.75
C -1.24 3.03 3.47
C -0.71 1.76 3.19
O -0.37 1.42 1.96
C -0.46 0.84 4.26
C 0.30 -0.32 4.03
N 0.75 -0.64 2.83
C 1.97 -1.28 2.68
C 2.47 -2.35 3.41
C 3.81 -2.72 3.24
C 4.66 -1.98 2.45
C 4.19 -0.88 1.71
C 4.99 -0.03 0.93
C 4.40 1.03 0.26
C 3.03 1.20 0.31
N 2.22 0.40 1.01
C 2.80 -0.59 1.76
C -0.80 1.24 5.57
H -1.98 4.36 4.96
H -1.37 3.73 2.65
H 0.69 -0.86 4.89
H 1.84 -2.88 4.10
H 4.18 -3.57 3.79
H 5.70 -2.23 2.41
H 6.05 -0.21 0.87
H 5.00 1.71 -0.32
H 2.55 1.99 -0.26
H -0.60 0.58 6.40
N -0.43 0.97 -2.30
P -0.96 1.44 -0.79
C -0.82 3.25 -0.72
C -1.67 4.03 -1.50
C -1.51 5.40 -1.54
C -0.48 6.00 -0.82
C 0.36 5.23 -0.03
C 0.19 3.86 0.03
C -2.77 1.21 -0.81
C -3.39 0.25 -1.61
C -4.75 0.01 -1.46
C -5.48 0.71 -0.51
C -4.86 1.66 0.29
C -3.51 1.90 0.14
P 1.09 0.15 -2.34
C 0.79 -0.76 -3.90
C 1.58 -0.67 -5.04
C 1.23 -1.39 -6.18
C 0.11 -2.20 -6.19
C -0.69 -2.29 -5.06
C -0.34 -1.58 -3.92
C 2.32 1.39 -2.88
C 3.62 0.92 -3.03
C 4.62 1.77 -3.45
C 4.33 3.10 -3.69
C 3.04 3.58 -3.52
C 2.03 2.73 -3.10
H -0.72 1.49 -3.13
H -2.48 3.56 -2.05
H -2.17 6.00 -2.15
H -0.35 7.07 -0.87
H 1.15 5.70 0.53
H 0.83 3.24 0.66
H -2.82 -0.29 -2.35
H -5.23 -0.73 -2.08
H -6.53 0.51 -0.39
H -5.43 2.22 1.02
H -3.01 2.65 0.76
H 2.44 -0.03 -5.06
H 1.85 -1.30 -7.06
H -0.15 -2.76 -7.07
H -1.57 -2.91 -5.06
H -0.97 -1.64 -3.04
H 3.83 -0.13 -2.84
H 5.62 1.38 -3.61
H 5.11 3.78 -4.01
H 2.82 4.62 -3.72
H 1.03 3.12 -2.95
F 1.87 -5.62 -3.22
C 1.54 -4.62 -2.43
C 2.49 -3.67 -2.06
F 3.73 -3.75 -2.54
C 2.14 -2.63 -1.21
F 3.05 -1.69 -0.89
C 0.84 -2.48 -0.70
O 0.50 -1.48 0.07
C -0.10 -3.44 -1.12
F -1.37 -3.27 -0.70
C 0.23 -4.49 -1.96
F -0.70 -5.36 -2.34
C -2.17 -3.92 3.41
C -2.77 -2.69 2.73
C -3.87 -3.10 1.74
C -3.31 -1.72 3.78
N -1.62 -2.04 2.06
N -1.93 -0.91 1.22
H -2.91 -4.40 4.03
H -1.33 -3.63 4.03
H -1.84 -4.65 2.67
H -4.62 -3.68 2.26
H -3.47 -3.71 0.94
H -4.37 -2.23 1.31
H -4.03 -2.23 4.41
H -3.81 -0.87 3.33
H -2.50 -1.35 4.41
H -1.17 -2.74 1.48
H -2.53 -0.30 1.79
H -2.49 -1.19 0.40
*
```